[1]
# CHCoO2

A structure of composition CHCoO2 at a distorted geometry (ωB97M-V/def2-TZVPD, OMol25).

The geometry in XYZ format:
```
5
Properties=species:S:1:pos:R:3:forces:R:3
H -0.63260 -1.37074 0.30667 2.16 -0.82 -0.52
O -0.17564 1.34961 0.02164 -3.57 -1.33 -1.69
O 0.07933 -0.76111 -0.13100 -5.23 -1.94 0.15
C -0.82021 0.31874 -0.27660 4.78 3.51 1.58
Co 1.54912 0.46350 0.07928 1.86 0.57 0.48
```
Positions in Å, forces in eV/Å.

Computed properties:
⟨S²⟩ = 6.01
spin multiplicity = 5
energy relative to the best compared isomer or geometry (same formula, charge and spin) = 0.0 kcal/mol
charge = +2
HOMO (spin up / spin down) = -24.0 / -25.3 eV
frontier orbital gap (spin up / spin down) = 11.142 / 10.308 eV


[2]
# C32H25AsN2O6PbS4Si

A structure of composition C32H25AsN2O6PbS4Si (ωB97M-V/def2-TZVPD, OMol25).

The geometry in XYZ format:
```
72
Properties=species:S:1:pos:R:3:forces:R:3
Pb -1.15327 1.74547 -0.03878 -0.31 0.13 0.09
O -4.03514 -0.31043 2.20859 0.38 -0.31 -0.20
As -3.18178 1.06186 2.88871 -0.27 0.32 0.30
O -4.19136 1.90554 3.81907 0.09 0.14 0.47
O -2.62645 1.90917 1.53582 0.34 -0.06 -0.67
C -1.52498 0.57541 3.78739 0.06 -0.19 -0.29
C -1.24580 1.36652 4.89434 -0.25 -0.03 -0.13
C -0.00368 1.30513 5.50657 0.17 -0.03 0.05
C 0.98392 0.47428 5.00335 0.00 0.10 0.15
C 0.73026 -0.31729 3.89702 -0.07 -0.17 -0.16
C -0.51978 -0.26933 3.30012 -0.23 0.16 -0.04
S -0.82049 -1.53648 2.10328 0.24 -0.08 0.28
O -1.84672 -2.36466 2.65226 -0.28 0.16 -0.26
O 0.42091 -2.14195 1.73190 0.02 0.03 -0.12
O -1.37146 -0.79564 0.77482 -0.22 -0.45 0.62
H -4.12441 -1.03728 2.84047 0.04 0.05 -0.05
H -2.02895 2.02174 5.25700 0.05 0.04 0.04
H 0.20070 1.91631 6.37536 -0.03 0.01 0.01
H 1.95313 0.43588 5.48157 0.02 0.00 -0.04
H 1.47968 -0.97724 3.48175 0.02 0.03 0.08
C -3.32947 -6.12461 0.21747 0.01 0.04 0.03
C -1.99351 -5.83242 0.45553 0.09 -0.03 0.01
C -1.51777 -4.54630 0.26733 -0.12 0.04 0.05
C -2.36792 -3.53044 -0.18425 0.22 0.29 0.11
C -3.71002 -3.83864 -0.41089 0.02 0.18 -0.05
C -4.18985 -5.12239 -0.20195 -0.09 -0.08 -0.02
Si -1.75324 -1.81514 -0.59613 0.24 -0.13 -0.95
C -0.15160 -1.79841 -1.60655 -0.27 0.08 0.06
C 0.75438 -2.85876 -1.67344 -0.01 -0.03 0.10
C 1.89787 -2.77869 -2.45469 0.03 -0.05 0.06
C 2.16677 -1.63480 -3.19086 -0.05 0.07 -0.10
C 1.27760 -0.57171 -3.15069 -0.12 -0.16 -0.25
C 0.13509 -0.66132 -2.37245 -0.13 -0.17 -0.01
C -3.00502 -0.85949 -1.62575 0.12 -0.05 0.18
C -2.95737 -1.07762 -3.00913 0.05 -0.10 0.05
C -3.81106 -0.41251 -3.87232 -0.03 0.00 -0.03
C -4.75200 0.47573 -3.36778 0.01 0.00 0.00
C -4.84138 0.67811 -1.99953 -0.04 0.03 0.03
C -3.97541 0.01881 -1.13673 0.06 -0.09 0.01
H -3.69624 -7.13121 0.37253 -0.02 0.01 -0.01
H -1.31830 -6.60930 0.79144 -0.02 0.01 0.03
H -0.48828 -4.32303 0.50777 0.04 -0.03 0.04
H -4.38296 -3.06101 -0.75510 -0.03 -0.06 0.00
H -5.23635 -5.34261 -0.37013 0.01 0.02 -0.02
H 0.56179 -3.76382 -1.11428 0.07 0.00 -0.06
H 2.58360 -3.61544 -2.49297 -0.01 -0.01 0.02
H 3.05715 -1.57297 -3.80280 0.01 0.01 0.04
H 1.46435 0.31789 -3.73916 0.04 0.01 0.03
H -0.57393 0.15877 -2.39090 0.02 0.04 -0.09
H -2.23774 -1.78141 -3.41207 0.02 0.07 -0.06
H -3.73803 -0.58146 -4.93906 -0.02 -0.02 0.01
H -5.41529 1.00229 -4.04211 -0.01 -0.01 0.01
H -5.58994 1.34521 -1.59169 0.02 0.03 -0.02
H -4.07032 0.18194 -0.07539 -0.01 0.03 0.20
S 5.04759 1.19625 -2.43749 0.17 -0.13 -0.28
C 3.99635 1.79858 -1.33571 -0.35 0.08 0.46
S 2.58525 0.88288 -0.79593 0.41 0.66 0.45
C 2.19853 2.16702 0.33948 0.13 -0.51 -0.48
N 3.01368 3.14792 0.29246 -0.05 0.52 0.22
N 4.01121 2.97339 -0.62762 -0.10 -0.42 -0.30
C 4.97989 4.02896 -0.68226 0.13 0.25 0.12
C 5.76594 4.27914 -1.80180 -0.13 -0.08 -0.04
C 6.67585 5.32656 -1.78207 0.01 0.05 0.04
C 6.80592 6.13630 -0.66711 0.01 0.02 -0.03
C 6.00468 5.89845 0.43986 0.03 0.03 -0.03
C 5.09735 4.85551 0.43714 -0.03 -0.18 0.01
S 0.89389 2.06767 1.48678 -0.04 0.09 0.33
H 5.67481 3.67572 -2.68650 -0.03 -0.09 -0.03
H 7.28477 5.50960 -2.65756 -0.01 -0.02 -0.01
H 7.51821 6.95095 -0.66241 0.00 -0.01 0.00
H 6.08655 6.53297 1.31261 -0.02 -0.03 0.02
H 4.46959 4.67193 1.29430 0.00 0.02 0.03
```
Positions in Å, forces in eV/Å.

Computed properties:
energy relative to the best compared isomer or geometry (same formula, charge and spin) = 10.4 kcal/mol
charge = 0
HOMO = -8.0 eV
frontier orbital gap = 7.168 eV


Energy list, top to bottom, in eV: -42748.34099; -166161.67782